A cluster of 2 separate species, C7H17OSi in total at a distorted geometry, computed with ωB97M-V/def2-TZVPD.

HOMO-LUMO gap: 8.90 eV
calculated total energy: -641.35556 a.u.
HOMO energy: -12.86 eV
molar mass: 145.30 g/mol
relative energy (zero: lowest compared OMol25 entry of this formula, charge and spin): 0.0 kcal per mole
LUMO: -3.96 eV

Structure (ORCA input):
```
! wB97M-V def2-TZVPD RIJCOSX def2/J DEFGRID3
* xyz 1 1
Si -1.302 -1.098 -0.144
O -1.107 -1.600 -1.586
C 2.442 0.645 0.844
C 0.632 1.272 -0.782
C 0.934 2.410 1.472
C -0.861 -1.842 -2.947
C -2.599 0.155 0.289
C 1.339 1.470 0.374
C -0.183 -1.962 1.076
H -0.038 1.976 1.797
H 0.345 -1.294 1.758
H 0.259 -1.662 -2.937
H 3.403 1.180 0.816
H -1.403 -1.270 -3.688
H 2.465 -0.272 0.228
H -2.486 1.210 -0.003
H -0.873 -2.529 1.613
H -2.615 0.101 1.445
H -3.608 -0.178 -0.068
H 0.446 -2.622 0.651
H 1.747 2.425 2.343
H 0.794 3.449 1.181
H 0.996 0.556 -1.450
H -0.070 1.959 -1.141
H -1.022 -2.978 -3.069
H 2.364 0.497 1.927
*
```

Atomic partial charges in e from the Mulliken method, atoms 1 to 6: atom 1 (Si): 0.40, atom 2 (O): -0.06, atom 3 (C): -1.52, atom 4 (C): -1.69, atom 5 (C): -1.08, atom 6 (C): -0.50